1.
{"formula": "C35H69B7F28N11O", "method": "ωB97M-V with the def2-TZVPD basis set", "species": ["C", "C", "N", "C", "C", "N", "C", "C", "H", "H", "H", "H", "H", "H", "H", "H", "H", "H", "H", "C", "C", "N", "C", "C", "N", "C", "C", "H", "H", "H", "H", "H", "H", "H", "H", "H", "H", "H", "C", "C", "N", "C", "C", "N", "C", "C", "H", "H", "H", "H", "H", "H", "H", "H", "H", "H", "H", "C", "C", "N", "C", "C", "N", "C", "C", "H", "H", "H", "H", "H", "H", "H", "H", "H", "H", "H", "C", "C", "N", "C", "C", "N", "C", "C", "H", "H", "H", "H", "H", "H", "H", "H", "H", "H", "H", "C", "N", "C", "C", "C", "C", "O", "H", "H", "H", "H", "H", "H", "H", "H", "H", "H", "H", "H", "H", "H", "B", "F", "F", "F", "F", "B", "F", "F", "F", "F", "B", "F", "F", "F", "F", "B", "F", "F", "F", "F", "B", "F", "F", "F", "F", "B", "F", "F", "F", "F", "B", "F", "F", "F", "F"], "xyz": [[-1.098, -1.711, 5.453], [-1.230, -1.720, 3.887], [-0.210, -2.417, 3.153], [1.175, -2.382, 3.369], [1.821, -3.236, 2.425], [0.726, -3.792, 1.709], [-0.451, -3.381, 2.135], [0.980, -4.826, 0.748], [-1.437, -2.704, 5.749], [-1.870, -1.104, 5.925], [-0.106, -1.475, 5.839], [-1.169, -0.671, 3.595], [-2.196, -2.067, 3.522], [1.547, -1.672, 4.093], [2.827, -3.493, 2.130], [-1.424, -3.764, 1.865], [0.098, -5.386, 0.437], [1.599, -5.616, 1.173], [1.582, -4.401, -0.055], [-1.952, 2.383, -2.438], [-3.256, 2.043, -1.742], [-3.479, 2.833, -0.562], [-3.056, 4.092, -0.318], [-3.408, 4.402, 0.971], [-4.049, 3.301, 1.486], [-4.107, 2.304, 0.541], [-4.537, 3.244, 2.885], [-1.237, 2.435, -1.618], [-1.923, 3.406, -2.812], [-1.556, 1.596, -3.080], [-3.187, 1.015, -1.387], [-4.117, 2.162, -2.399], [-2.422, 4.571, -1.049], [-3.196, 5.220, 1.643], [-4.533, 1.319, 0.666], [-3.786, 3.797, 3.450], [-4.599, 2.194, 3.169], [-5.586, 3.538, 2.915], [1.168, 0.146, 2.073], [0.156, -0.869, 1.488], [0.123, -0.638, 0.109], [-0.434, 0.522, -0.418], [-0.311, 0.461, -1.802], [0.287, -0.771, -2.095], [0.573, -1.385, -0.885], [0.640, -1.145, -3.466], [2.166, -0.050, 1.680], [1.237, -0.023, 3.148], [0.986, 1.221, 2.068], [-0.823, -0.722, 1.945], [0.526, -1.875, 1.684], [-0.739, 1.374, 0.172], [-0.538, 1.276, -2.473], [1.174, -2.276, -0.782], [-0.286, -1.089, -4.038], [1.091, -2.131, -3.359], [1.370, -0.508, -3.966], [-1.525, 0.729, 7.816], [-2.147, 2.050, 7.220], [-1.742, 2.304, 5.850], [-2.623, 2.574, 4.832], [-1.918, 2.724, 3.646], [-0.532, 2.677, 3.962], [-0.480, 2.317, 5.258], [0.554, 2.782, 3.046], [-1.624, 0.615, 8.895], [-0.449, 0.802, 7.658], [-1.862, -0.151, 7.268], [-1.831, 2.880, 7.852], [-3.236, 2.050, 7.266], [-3.678, 2.344, 4.817], [-2.183, 2.746, 2.600], [0.399, 2.126, 5.856], [0.144, 2.773, 2.036], [1.205, 1.917, 3.176], [1.091, 3.695, 3.304], [-4.408, -0.597, -8.020], [-4.394, -1.894, -7.151], [-3.058, -2.140, -6.631], [-1.891, -2.306, -7.272], [-0.868, -2.774, -6.423], [-1.494, -2.848, -5.178], [-2.817, -2.400, -5.274], [-0.967, -3.416, -3.975], [-3.671, -0.597, -8.823], [-4.206, 0.317, -7.461], [-5.387, -0.380, -8.447], [-4.792, -2.754, -7.691], [-5.109, -1.820, -6.331], [-1.957, -2.212, -8.346], [0.176, -3.002, -6.581], [-3.553, -2.475, -4.487], [-1.698, -3.979, -3.395], [-0.524, -2.599, -3.404], [-0.146, -4.095, -4.204], [3.284, -0.447, -1.397], [4.236, 0.652, -0.825], [3.532, 1.343, 0.318], [5.513, -0.008, -0.304], [4.692, 1.543, -1.996], [5.581, 2.797, -1.635], [5.873, 3.367, -2.915], [3.856, -0.989, -2.150], [2.247, -0.145, -1.542], [3.107, -1.172, -0.602], [4.215, 2.094, 0.714], [3.373, 0.570, 1.069], [2.569, 1.728, -0.016], [5.210, -0.978, 0.089], [5.883, 0.640, 0.490], [6.259, -0.072, -1.096], [3.713, 1.807, -2.397], [5.165, 0.792, -2.627], [6.470, 2.545, -1.057], [5.011, 3.478, -1.003], [6.640, 2.897, -3.248], [-2.596, 0.234, 1.657], [-1.567, 0.931, 2.189], [-2.384, -1.113, 1.902], [-3.783, 0.824, 2.111], [-2.581, 0.336, 0.324], [1.788, 0.124, 4.854], [1.574, 0.313, 6.169], [2.668, -0.955, 4.664], [0.617, -0.077, 4.174], [2.352, 1.291, 4.327], [-0.655, -4.140, -1.423], [0.103, -5.096, -0.772], [-0.993, -4.668, -2.629], [-1.800, -3.849, -0.711], [0.016, -2.951, -1.558], [2.155, -2.379, -5.127], [2.567, -2.856, -3.946], [2.648, -1.092, -5.213], [2.661, -3.152, -6.175], [0.796, -2.259, -5.228], [0.339, 3.970, 0.187], [-0.353, 2.961, 0.838], [1.640, 3.579, -0.114], [-0.205, 4.196, -0.950], [0.282, 5.164, 0.911], [3.388, -2.569, 0.374], [3.796, -3.638, 1.108], [2.018, -2.584, 0.140], [3.778, -1.420, 1.013], [4.107, -2.774, -0.775], [1.773, 2.302, -2.423], [0.433, 2.539, -2.362], [2.198, 2.429, -1.102], [2.126, 1.105, -2.931], [2.320, 3.299, -3.193]], "atomic_forces_ev_per_a": [[-0.81, -1.71, -1.13], [-0.23, 1.27, 1.77], [0.53, -5.49, 0.70], [-0.47, -2.52, -1.43], [-5.18, 1.56, 3.40], [1.12, -0.78, 2.12], [0.77, 1.31, 2.96], [3.72, -0.95, 6.16], [0.58, -0.38, 0.44], [0.23, 0.36, -0.72], [-0.30, -0.09, -0.07], [-0.30, -0.50, 0.23], [0.32, -0.32, 0.80], [-0.28, -2.21, -1.07], [-0.77, 0.06, 1.27], [0.19, 0.28, -0.32], [0.29, 0.02, 5.07], [0.65, 0.30, 0.83], [-0.18, -0.40, 0.89], [-1.22, 1.60, 1.45], [-0.08, -0.91, -1.60], [-1.55, -1.28, 2.12], [0.40, 0.71, 0.61], [0.14, -0.28, -0.44], [-0.80, -1.38, -0.77], [0.53, 3.77, -1.20], [-0.68, -0.48, -1.54], [-0.58, 0.28, -0.29], [-0.17, -0.18, -0.63], [-1.90, 1.13, -0.85], [-0.20, 0.13, -0.34], [-0.19, -0.06, -0.03], [-0.09, 0.25, 0.35], [0.09, 0.10, -0.45], [-0.18, 0.86, -0.83], [-1.11, 0.23, 0.09], [0.45, 0.38, 0.00], [0.22, 0.88, 0.16], [1.70, -1.12, -1.80], [2.53, 1.68, 0.61], [-1.11, 1.10, -3.04], [1.16, 0.50, -2.96], [0.11, -2.49, 2.87], [-0.28, 2.33, 2.13], [0.15, 4.70, -1.84], [-0.14, 1.03, 2.54], [-0.82, -0.16, -0.17], [1.59, 0.01, -5.78], [-0.39, -1.79, -1.99], [2.29, -0.54, -1.19], [0.17, 2.80, -2.32], [0.32, -0.99, -0.38], [1.64, -2.89, 0.61], [-1.05, 3.36, -1.05], [0.18, 0.20, 0.29], [-0.80, 1.05, 0.38], [-0.42, 0.22, 0.91], [0.23, 1.04, -0.86], [0.68, -0.93, 1.47], [1.56, -0.13, -2.32], [0.51, -0.63, -2.01], [1.67, 0.66, 1.76], [-3.51, -1.38, 2.85], [-1.09, 0.87, 1.01], [1.32, 0.74, 1.38], [-0.54, 0.19, -0.11], [0.11, -0.18, -0.13], [-0.08, 0.33, 0.52], [0.08, 0.12, -0.07], [0.06, -0.14, -0.29], [0.31, 0.22, 0.99], [0.03, 0.53, 0.63], [0.15, 0.13, -0.34], [0.74, 0.24, 1.93], [-0.38, 1.63, 0.68], [0.09, 0.11, -0.30], [-0.27, 0.00, 0.29], [-0.25, 1.34, -0.85], [-0.06, -0.49, 4.39], [1.43, -1.05, -1.10], [-4.35, 0.49, -1.14], [-2.85, 1.59, -2.55], [2.76, -1.33, -2.31], [-0.39, 2.74, -3.17], [-0.09, -0.35, -0.03], [0.28, -0.28, 0.51], [-0.09, -0.50, -0.16], [0.54, -0.09, -0.40], [0.39, 0.33, 0.30], [0.65, 0.08, 0.02], [-0.89, -0.37, -0.64], [0.16, 0.12, -0.13], [-2.37, 2.77, -3.34], [-0.96, -1.07, -0.23], [-0.36, 0.40, -0.82], [0.54, -0.21, 1.89], [0.37, -0.71, -0.42], [1.36, -1.50, 1.50], [-0.79, 0.19, 0.08], [-1.05, -0.07, 1.56], [-1.31, -1.58, -0.70], [0.33, 0.37, 0.78], [-0.67, 0.44, -0.47], [1.34, 0.69, -0.69], [0.54, 2.16, -1.44], [-0.16, 0.21, -0.05], [0.85, 0.56, -0.32], [1.20, -0.96, 1.52], [0.94, 0.57, -0.30], [0.09, -0.16, 0.01], [-0.21, -0.11, -0.03], [1.62, 0.50, -0.45], [0.29, 0.55, -0.36], [0.27, -0.16, -0.19], [-0.15, 0.23, -0.48], [0.00, -0.01, -0.16], [0.08, -1.01, -0.16], [0.80, 1.03, 0.82], [-3.17, -0.66, -0.18], [-0.32, -2.25, 2.47], [-1.50, -0.06, -1.91], [2.88, 1.24, 0.47], [-0.65, 0.05, 2.18], [1.34, 1.25, 1.13], [-4.33, 0.25, 7.31], [1.02, -0.05, 0.65], [-0.94, -0.13, 1.07], [-4.36, -1.22, -12.64], [1.90, -7.49, 6.14], [-0.88, -0.14, 0.69], [-2.54, -6.15, -2.57], [2.38, 0.94, -1.66], [0.86, -2.10, 1.87], [1.02, 1.18, -0.99], [-0.29, -0.51, -0.52], [0.98, -0.58, -1.20], [3.56, 1.33, 1.15], [-2.37, -0.27, -1.76], [-4.33, 9.14, 9.62], [-3.49, 1.69, -4.33], [-0.14, 0.50, 1.45], [1.83, -0.95, -0.64], [1.76, -2.34, 0.73], [4.22, -1.50, 2.82], [-0.38, -0.16, 2.02], [0.55, -0.34, -1.59], [0.10, 2.04, 0.55], [0.16, 1.35, -1.62], [3.47, -7.35, -10.96], [-0.47, -0.95, -1.84], [0.86, 0.93, -0.75]], "total_charge": -1, "gap_ev": 6.11, "homo_energy_ev": -4.56, "fmax_ev_per_a": 13.956, "energy_ev": -136685.15167}

=====

2.
{"formula": "C24H28F2N6", "method": "ωB97M-V with the def2-TZVPD basis set", "species": ["F", "C", "C", "C", "C", "C", "C", "H", "H", "H", "H", "H", "F", "C", "C", "C", "C", "C", "C", "H", "H", "H", "H", "H", "C", "C", "N", "H", "H", "H", "C", "C", "N", "H", "H", "H", "C", "C", "N", "H", "H", "H", "C", "C", "N", "H", "H", "H", "C", "C", "N", "H", "H", "H", "C", "C", "N", "H", "H", "H"], "xyz": [[-2.129, 2.727, -2.087], [-2.102, 1.512, -1.564], [-3.145, 0.671, -1.768], [-3.108, -0.631, -1.194], [-2.011, -0.960, -0.323], [-1.000, -0.054, -0.139], [-1.039, 1.142, -0.802], [-3.935, 1.024, -2.414], [-3.933, -1.298, -1.399], [-2.083, -1.892, 0.218], [-0.099, -0.329, 0.390], [-0.260, 1.877, -0.663], [6.745, 0.399, 0.825], [7.944, 1.012, 0.692], [9.017, 0.426, 1.270], [10.272, 1.028, 1.242], [10.409, 2.297, 0.698], [9.239, 2.902, 0.200], [8.024, 2.223, 0.125], [8.887, -0.549, 1.717], [11.033, 0.452, 1.748], [11.284, 2.923, 0.599], [9.311, 3.872, -0.268], [7.263, 2.776, -0.405], [-1.433, -6.682, -2.904], [-2.138, -7.062, -1.653], [-2.614, -7.358, -0.629], [-0.922, -5.738, -2.717], [-2.091, -6.661, -3.773], [-0.647, -7.433, -2.990], [-1.723, -2.773, 7.319], [-2.790, -3.729, 7.681], [-3.673, -4.466, 7.945], [-0.822, -3.048, 7.868], [-2.080, -1.749, 7.432], [-1.521, -2.912, 6.257], [5.202, -3.221, 5.500], [6.325, -2.990, 6.422], [7.217, -2.761, 7.105], [5.648, -3.818, 4.704], [4.772, -2.276, 5.167], [4.415, -3.850, 5.916], [-1.073, 9.633, -2.880], [0.125, 9.290, -2.145], [1.118, 9.057, -1.617], [-1.896, 9.699, -2.169], [-1.374, 8.900, -3.629], [-0.978, 10.520, -3.507], [-8.112, -7.365, -4.475], [-7.276, -6.183, -4.873], [-6.640, -5.237, -5.142], [-9.094, -7.218, -4.924], [-8.143, -7.304, -3.387], [-7.480, -8.227, -4.687], [-7.349, 6.644, -2.476], [-7.730, 6.352, -3.881], [-8.024, 6.136, -4.974], [-7.496, 7.720, -2.380], [-6.277, 6.461, -2.396], [-8.014, 6.100, -1.806]], "atomic_forces_ev_per_a": [[0.00, 0.98, -0.52], [0.12, -0.40, 0.49], [-0.79, -2.00, -0.10], [1.29, 1.58, 0.62], [-2.61, -0.25, -1.16], [0.57, -0.60, -0.31], [1.11, 1.23, 0.51], [-0.27, -0.25, 0.01], [0.10, -0.18, 0.19], [0.36, -0.16, -0.08], [-0.11, 0.07, 0.38], [0.23, -0.02, -0.03], [-0.09, -0.13, -0.37], [-1.27, -0.81, 0.75], [1.12, -0.84, 0.30], [-0.27, -0.16, 0.39], [-1.33, 0.70, -0.31], [0.76, -0.84, -0.47], [0.68, 2.69, -0.93], [0.03, -0.04, 0.12], [0.51, 0.32, -0.23], [0.46, -0.53, 0.41], [-0.01, 0.13, 0.08], [-0.60, -0.49, 0.27], [0.07, -0.46, 1.21], [-0.82, -0.25, 1.49], [0.89, 0.58, -2.14], [-0.25, 0.12, -0.27], [0.13, 0.05, 0.18], [-0.04, -0.02, -0.49], [-0.54, -0.84, -0.40], [-2.67, -1.85, 0.72], [2.89, 2.31, -0.81], [-0.06, 0.50, 0.11], [0.28, -0.10, 0.40], [0.09, -0.02, -0.03], [0.53, -0.50, 0.16], [-0.56, 0.24, 0.12], [0.00, -0.10, -0.01], [-0.29, 0.34, -0.46], [0.20, -0.16, -0.17], [0.13, 0.17, 0.35], [-0.88, -0.17, -0.43], [0.75, 0.00, -0.38], [-0.33, -0.01, 0.04], [-0.06, 0.36, -0.16], [0.31, -0.54, 0.31], [0.21, 0.36, 0.62], [1.63, 1.70, 0.29], [0.95, 1.79, -0.40], [-1.49, -2.36, 0.59], [0.17, -0.75, -0.02], [-0.44, -0.07, 0.03], [-0.79, -0.33, -0.48], [-0.26, 0.44, -1.48], [-0.07, -0.21, -0.02], [0.16, 0.12, 0.55], [-0.07, -0.02, 0.38], [-0.21, -0.33, 0.46], [0.45, 0.00, 0.11]], "total_charge": 0, "smiles": "Fc1ccccc1.Fc1ccccc1.CC#N.CC#N.CC#N.CC#N.CC#N.CC#N", "gap_ev": 9.66, "homo_energy_ev": -9.39, "fmax_ev_per_a": 3.788, "energy_ev": -39713.96588}

=====

3.
{"formula": "C15H22N2O4", "method": "ωB97M-V with the def2-TZVPD basis set", "species": ["C", "O", "C", "C", "C", "C", "N", "C", "C", "C", "C", "C", "C", "C", "N", "O", "O", "C", "C", "O", "C", "H", "H", "H", "H", "H", "H", "H", "H", "H", "H", "H", "H", "H", "H", "H", "H", "H", "H", "H", "H", "H", "H"], "xyz": [[-4.447, -2.505, 0.086], [-3.109, -2.250, -0.289], [-2.596, -1.005, -0.321], [-1.267, -0.946, -0.731], [-0.530, 0.225, -0.817], [0.884, 0.103, -1.320], [1.612, -0.909, -0.565], [1.681, -0.673, 0.865], [2.400, 0.607, 1.324], [3.918, 0.480, 1.491], [4.629, -0.394, 0.452], [4.052, -0.308, -0.961], [2.874, -1.274, -1.169], [-1.191, 1.411, -0.484], [-0.599, 2.712, -0.527], [0.613, 2.819, -0.491], [-1.351, 3.668, -0.589], [-2.535, 1.379, -0.095], [-3.254, 0.207, 0.003], [-4.562, 0.161, 0.395], [-5.219, 1.372, 0.691], [-5.154, -2.018, -0.587], [-4.645, -2.187, 1.111], [-4.558, -3.587, 0.012], [-0.782, -1.876, -0.979], [1.383, 1.078, -1.335], [0.831, -0.259, -2.354], [2.157, -1.548, 1.313], [0.647, -0.638, 1.224], [1.981, 0.907, 2.287], [2.172, 1.410, 0.625], [4.138, 0.071, 2.480], [4.340, 1.488, 1.460], [4.601, -1.439, 0.772], [5.681, -0.099, 0.430], [4.831, -0.581, -1.677], [3.745, 0.714, -1.183], [3.153, -2.254, -0.763], [2.699, -1.402, -2.241], [-2.993, 2.327, 0.139], [-5.239, 2.041, -0.174], [-6.237, 1.089, 0.954], [-4.755, 1.884, 1.540]], "atomic_forces_ev_per_a": [[-0.49, -0.22, 0.12], [0.27, 0.13, -0.07], [0.26, 0.23, -0.09], [-0.37, 0.10, 0.13], [-0.11, 0.49, 0.03], [0.44, 0.02, -0.12], [-0.16, -0.10, -0.15], [-0.14, 0.20, 0.19], [0.08, -0.18, 0.00], [-0.03, -0.05, -0.02], [0.01, 0.23, -0.03], [-0.02, -0.31, 0.10], [0.10, 0.04, -0.14], [-0.75, -1.42, 0.07], [0.31, 0.81, -0.08], [0.09, 0.15, 0.07], [-0.03, 0.20, -0.02], [0.02, 0.14, 0.03], [0.13, -0.07, -0.02], [0.27, -0.25, -0.10], [-0.11, 0.16, 0.05], [0.06, -0.06, 0.06], [0.01, -0.04, -0.09], [-0.01, 0.08, 0.01], [0.07, -0.13, -0.02], [-0.13, -0.27, -0.08], [0.02, 0.06, 0.06], [-0.05, -0.07, 0.08], [0.11, -0.07, 0.10], [-0.06, 0.08, -0.03], [-0.07, 0.02, 0.04], [0.04, 0.08, 0.04], [0.06, -0.01, 0.08], [0.06, -0.04, -0.01], [0.02, -0.10, 0.04], [-0.01, 0.05, -0.06], [0.02, 0.12, -0.12], [0.09, 0.01, -0.08], [0.00, -0.06, 0.03], [-0.06, -0.04, 0.01], [0.02, -0.01, 0.03], [0.06, 0.08, -0.01], [0.00, 0.00, -0.04]], "total_charge": 0, "smiles": "COc1cc(CN2CCCCCC2)c([N+](=O)[O-])cc1OC", "gap_ev": 7.94, "homo_energy_ev": -8.15, "fmax_ev_per_a": 1.609, "energy_ev": -27078.22728}

=====

4.
{"formula": "C5H11N", "method": "ωB97M-V with the def2-TZVPD basis set", "species": ["C", "C", "C", "C", "C", "N", "H", "H", "H", "H", "H", "H", "H", "H", "H", "H", "H"], "xyz": [[-2.309, -0.303, -0.319], [-1.134, -0.118, 0.676], [-0.005, 0.463, -0.218], [1.195, 1.116, 0.298], [1.389, 0.000, -0.688], [1.818, -1.154, 0.177], [-2.632, 0.533, -0.834], [-3.037, -0.920, 0.190], [-1.986, -0.961, -1.148], [-0.910, -0.983, 1.234], [-1.396, 0.693, 1.442], [-0.425, 0.907, -1.124], [1.431, 0.852, 1.443], [1.439, 2.056, -0.030], [1.738, 0.143, -1.697], [2.238, -0.840, 1.022], [2.587, -1.483, -0.424]], "atomic_forces_ev_per_a": [[1.46, -3.44, 1.11], [-0.13, 2.89, -1.70], [-0.69, 0.03, -1.32], [0.52, -0.91, 2.28], [-1.36, -1.17, 4.98], [0.89, -0.99, -3.65], [-0.98, 2.01, -0.24], [-0.96, 0.44, -0.08], [0.25, 0.05, 0.37], [0.46, -1.22, 0.32], [0.32, -0.99, -1.00], [-0.27, 0.62, 0.58], [-0.35, 0.86, -2.81], [0.44, 2.40, -0.24], [0.06, -0.20, 0.01], [0.49, 0.44, 0.40], [-0.14, -0.82, 0.98]], "total_charge": 0, "smiles": "CC[C@H]1C[C@H]1N", "gap_ev": 9.74, "homo_energy_ev": -8.56, "fmax_ev_per_a": 5.295, "energy_ev": -6850.94594}